Entry 1:
Entry from OMol25: 2 unconnected molecules or ions with the total composition C3H4NO3S at a distorted geometry (ωB97M-V with the def2-TZVPD basis set).

Each line ends with the Mulliken charge.
Atoms and positions in Å:
C 1.11117 0.78707 -0.72624  0.68
C -1.31774 0.48846 -0.91922  -0.36
C 1.16277 -0.75487 2.25914  0.19
N 0.77253 -1.54495 2.98680  -0.44
O 1.92300 1.12398 0.10679  -0.74
O 1.15849 0.35999 -1.85307  -0.64
O -0.31291 0.96209 -0.16124  -0.35
S -2.01757 -1.12527 -0.27916  -0.28
H -0.96964 0.25678 -1.93943  0.31
H -2.17908 1.16057 -0.94882  0.27
H 1.51128 0.00536 1.59687  0.27
H -0.84232 -1.71921 -0.12244  0.08

Cartesian forces, eV/Å:
-1.513 0.074 0.139
-0.338 -0.978 -1.071
-0.149 -0.169 0.362
-0.088 -0.399 0.302
0.886 0.329 1.129
0.038 -0.405 -1.068
1.248 0.443 0.460
-0.442 0.335 0.056
-0.182 0.271 0.321
-0.010 0.021 0.084
0.215 0.621 -0.674
0.336 -0.144 -0.040

Output
Electronic energy in hartree: -795.45186
Charge: -1
Largest force on an atom in eV/Å: 1.52
Molecular weight in g mol⁻¹: 134.1
Energy relative to the best compared isomer or geometry (same formula, charge and spin) in kJ/mol: 0.0
Frontier orbital gap in eV: 8.9

=====

Entry 2:
Entry from OMol25: a single C17H27N5O3 molecule (ωB97M-V with the def2-TZVPD basis set).

Each line ends with the Mulliken charge.
Atoms and positions in Å:
C 4.71718 4.35327 -3.43395  -1.28
C 3.50403 3.73766 -4.11913  -0.35
C 2.70313 2.84287 -3.18216  -0.30
C 1.49659 2.22917 -3.87756  -1.11
N 0.73713 1.36064 -2.99578  0.76
C -0.29047 1.66918 -2.17779  0.31
C -0.54025 0.51235 -1.49079  -1.00
C -1.64599 0.17216 -0.52069  2.23
C -2.69028 -0.63562 -1.29697  -2.11
C -2.29768 1.45106 0.01294  -1.55
O -1.37006 2.30729 0.65157  -0.38
C -0.72597 1.65479 1.73553  -0.50
C -0.03663 0.37533 1.29069  -0.75
N -1.01910 -0.50408 0.64701  0.16
C -1.62176 -1.50697 1.34345  0.50
O -2.71243 -1.98398 1.08208  -0.65
C -0.87252 -2.06809 2.55922  -0.04
O 0.52655 -2.27463 2.31103  -0.24
N 0.92550 -3.45942 2.95334  -0.90
C -0.10220 -4.08933 3.35017  0.70
C 0.01667 -5.40133 4.04463  -1.28
C -1.40519 -3.42427 3.00327  0.66
C -2.42250 -3.36076 4.13314  -1.71
N 0.33432 -0.43107 -1.92924  -0.03
N 1.10582 0.09080 -2.82856  -1.15
H 5.28190 4.98838 -4.11635  0.38
H 4.41513 4.96380 -2.58089  0.33
H 5.38970 3.57743 -3.06392  0.33
H 2.85670 4.53083 -4.50622  0.32
H 3.82658 3.15379 -4.98631  0.31
H 3.33306 2.03470 -2.80203  0.34
H 2.36404 3.41810 -2.31518  0.31
H 0.81890 3.00294 -4.24077  0.33
H 1.80632 1.62124 -4.72707  0.33
H -0.71499 2.65671 -2.13116  0.42
H -2.89151 -0.09197 -2.22178  0.48
H -2.29388 -1.61428 -1.55868  0.43
H -3.60946 -0.76852 -0.73720  0.45
H -2.74426 2.02272 -0.80119  0.47
H -3.09230 1.15369 0.71041  0.45
H -0.00552 2.36551 2.13866  0.36
H -1.46852 1.42350 2.51338  0.33
H 0.75167 0.60150 0.57344  0.20
H 0.42501 -0.12680 2.13340  0.56
H -0.97489 -1.34902 3.38648  0.25
H -0.61853 -6.14470 3.55921  0.32
H 1.04854 -5.74358 4.03227  0.38
H -0.31476 -5.31877 5.08166  0.30
H -1.85377 -3.94320 2.15073  0.46
H -2.73110 -4.36029 4.44144  0.41
H -2.00841 -2.84736 5.00371  0.38
H -3.30955 -2.82337 3.79851  0.40

Cartesian forces, eV/Å:
-0.007 -0.007 0.006
-0.001 -0.002 0.001
-0.013 -0.005 -0.006
-0.010 0.002 -0.001
-0.017 -0.059 0.011
0.089 0.125 0.091
-0.065 -0.151 -0.165
0.049 0.047 0.038
0.108 -0.061 0.060
0.012 0.010 0.008
0.007 -0.028 0.029
-0.050 0.029 -0.045
-0.031 -0.064 -0.013
-0.122 0.072 0.023
0.110 -0.023 -0.030
-0.046 0.032 -0.080
-0.032 -0.007 0.040
0.008 0.014 -0.042
-0.002 0.014 -0.028
0.012 -0.042 0.025
-0.015 0.024 0.017
0.003 0.035 0.040
-0.002 -0.003 -0.035
-0.072 0.024 0.029
0.040 0.030 -0.016
0.000 0.001 -0.003
0.001 0.002 -0.001
0.002 0.001 -0.001
0.001 0.002 0.000
0.003 0.000 0.000
0.003 0.002 0.001
0.002 0.002 0.002
0.006 0.001 -0.016
0.006 0.008 -0.002
-0.003 -0.014 0.002
-0.022 -0.007 0.015
-0.005 -0.008 0.000
-0.023 -0.009 0.019
-0.015 -0.001 -0.001
-0.007 0.017 -0.003
0.013 -0.012 0.014
0.007 -0.001 0.011
0.029 -0.021 0.018
0.038 0.033 -0.001
0.002 0.001 0.009
0.015 -0.010 -0.014
0.005 0.005 -0.004
-0.015 0.002 -0.008
0.005 -0.004 0.001
-0.004 0.001 0.000
0.001 0.003 0.002
0.000 -0.001 0.006

Output
Electronic energy in hartree: -1163.41814
Largest force on an atom in eV/Å: 0.23
Molecular weight in g mol⁻¹: 349.4
Energy relative to the best compared isomer or geometry (same formula, charge and spin) in kJ/mol: 349.7
Frontier orbital gap in eV: 9.8